{"formula": "C4H17AsN2O3PS", "method": "ωB97M-V/def2-TZVPD", "symbols": ["As", "S", "P", "O", "O", "O", "N", "N", "C", "C", "C", "C", "H", "H", "H", "H", "H", "H", "H", "H", "H", "H", "H", "H", "H", "H", "H", "H", "H"], "coordinates": [[1.027, 0.114, -0.954], [-3.960, 0.769, 0.341], [2.952, 1.119, -0.091], [-4.938, 0.726, -0.886], [-4.366, -0.387, 1.289], [-4.138, 2.279, 1.150], [3.490, 0.378, 1.243], [1.140, -2.878, -0.945], [-1.293, 0.106, 1.105], [0.270, -0.293, 0.863], [2.078, -1.656, -1.034], [-2.156, 0.495, -0.226], [2.870, -1.752, -0.177], [1.644, 0.428, -2.377], [0.476, -1.430, 1.159], [-0.106, -0.644, -1.722], [-2.191, -0.439, -0.929], [0.157, -2.579, -0.749], [0.312, 1.485, -1.052], [-3.399, 2.862, 0.755], [2.554, -1.731, -2.123], [-1.816, -0.849, 1.595], [2.770, 2.529, 0.146], [3.537, 1.042, 2.058], [1.453, -3.493, -0.141], [0.905, 0.338, 1.653], [-1.849, 1.492, -0.757], [-1.420, 0.969, 1.906], [3.995, 0.999, -1.100]], "mulliken_charge": [-0.621, 1.071, 0.127, -0.606, -0.599, -0.491, -0.721, -0.636, -0.246, -0.840, -0.713, -0.680, 0.447, 0.187, 0.261, 0.119, 0.325, 0.263, 0.084, 0.371, 0.234, 0.252, 0.035, 0.198, 0.249, 0.317, 0.286, 0.299, 0.026], "orbital_gap_ev": 6.108, "charge": -1, "homo_ev": -3.706}

{"formula": "C17H34Cl10O12", "method": "ωB97M-V/def2-TZVPD", "symbols": ["Cl", "Cl", "Cl", "Cl", "Cl", "Cl", "Cl", "Cl", "Cl", "Cl", "O", "O", "O", "O", "O", "O", "O", "O", "O", "O", "O", "O", "C", "C", "C", "C", "C", "C", "C", "C", "C", "C", "C", "C", "C", "C", "C", "C", "C", "H", "H", "H", "H", "H", "H", "H", "H", "H", "H", "H", "H", "H", "H", "H", "H", "H", "H", "H", "H", "H", "H", "H", "H", "H", "H", "H", "H", "H", "H", "H", "H", "H", "H"], "coordinates": [[-3.051, -1.337, 0.052], [3.149, -4.930, -4.336], [2.691, -3.647, -1.593], [1.916, -0.532, -5.650], [5.337, -1.344, -0.449], [0.449, -2.979, -5.396], [-2.491, -1.225, 2.875], [4.178, -0.014, -2.849], [0.581, 2.212, -3.781], [1.915, 4.777, -3.711], [-0.112, -5.035, 0.646], [-1.655, 3.978, -0.606], [-1.441, 1.694, 5.649], [-0.965, 3.597, 4.736], [-2.193, -5.247, -0.184], [0.713, 2.190, 5.335], [2.021, 1.183, -0.318], [0.696, -0.535, -0.879], [-3.371, 5.399, -0.740], [-3.570, 3.234, -0.017], [0.251, 0.566, 0.928], [-0.923, -7.017, 0.419], [-4.978, 3.327, 0.036], [-3.295, -0.431, 1.579], [1.735, -2.140, -6.349], [-0.448, 2.485, 5.271], [-1.179, -5.719, 0.250], [0.650, 1.365, 2.030], [1.923, 3.120, -3.038], [-1.194, 0.321, 5.898], [1.292, -0.784, -2.134], [4.605, 0.151, -1.132], [-0.679, 4.921, -0.984], [1.049, 0.481, -0.130], [-0.081, -3.627, 0.602], [-2.076, -7.852, 0.473], [-0.010, 4.614, 4.399], [3.558, -3.657, -3.125], [-2.914, 4.324, -0.459], [0.774, 4.094, 3.840], [-0.450, 0.202, 6.687], [3.526, -2.664, -3.564], [3.768, 0.478, -0.525], [1.373, 0.838, 2.656], [1.059, -1.819, -2.354], [2.646, -2.728, -6.370], [-0.763, 5.844, -0.404], [1.785, 3.112, -1.963], [-5.389, 2.357, 0.310], [-0.203, 1.606, 2.659], [0.422, -3.316, -0.310], [-0.763, 5.254, -2.018], [-5.271, 4.066, 0.781], [-4.365, -0.308, 1.723], [-1.784, -8.884, 0.659], [2.806, 2.589, -3.375], [-1.062, -3.154, 0.578], [0.300, 4.503, -0.769], [-0.398, 5.347, 3.700], [0.415, -3.224, 1.483], [-2.886, 0.577, 1.554], [5.374, 0.912, -1.204], [1.127, 2.285, 1.696], [0.468, 5.035, 5.280], [-5.451, 3.586, -0.913], [-2.078, -0.153, 6.320], [4.597, -3.816, -2.852], [-2.542, -7.833, -0.511], [-0.913, -0.211, 4.993], [-2.736, -7.569, 1.291], [0.895, -0.142, -2.917], [1.266, -2.094, -7.326], [2.374, -0.655, -2.148]], "mulliken_charge": [-0.150, -0.178, -0.052, -0.062, -0.176, -0.143, -0.150, -0.143, -0.173, -0.174, -0.309, -0.106, -0.356, -0.309, -0.542, -0.567, -0.845, -0.078, -0.564, -0.152, -0.066, -0.320, -0.701, -0.073, -0.399, 0.877, 0.713, -0.537, 0.273, -0.496, 0.382, 0.372, -0.626, 0.766, 0.062, -0.652, -0.593, 0.004, 0.560, 0.224, 0.297, -0.087, -0.290, 0.392, 0.120, 0.269, 0.359, -0.175, 0.192, -0.016, -0.183, 0.287, 0.324, 0.412, 0.232, 0.245, 0.067, 0.150, 0.261, 0.286, -0.054, 0.386, 0.289, 0.301, 0.305, 0.258, 0.354, 0.285, 0.122, 0.298, 0.054, 0.342, -0.618], "orbital_gap_ev": 10.947, "homo_ev": -10.550, "e_above_lowest_ev": 0.605}

{"formula": "C26H22NNiPS4", "method": "ωB97M-V/def2-TZVPD", "symbols": ["Ni", "S", "S", "S", "S", "P", "N", "C", "C", "C", "C", "C", "C", "C", "C", "C", "C", "C", "C", "C", "C", "C", "C", "C", "C", "C", "C", "C", "C", "C", "C", "C", "C", "H", "H", "H", "H", "H", "H", "H", "H", "H", "H", "H", "H", "H", "H", "H", "H", "H", "H", "H", "H", "H", "H"], "coordinates": [[0.007, -0.047, 0.118], [4.617, -1.353, -0.028], [1.766, -2.266, 0.366], [2.350, 0.590, -0.009], [-3.815, -1.850, -1.052], [-0.477, 2.433, -0.400], [-0.134, -0.512, -1.842], [-0.671, -1.201, -4.467], [0.545, 3.042, -1.809], [-1.648, -1.329, -3.497], [-2.750, -1.188, 1.187], [2.946, -1.054, 0.123], [-2.214, -1.155, -1.033], [-4.426, 4.852, -0.956], [-0.597, -0.225, 6.830], [0.311, 3.370, 0.968], [-0.515, -0.443, 5.463], [-3.883, -1.728, 0.659], [-1.753, -0.845, 0.217], [-3.214, 5.530, -1.020], [0.156, 1.837, 5.146], [-2.020, 4.836, -0.865], [-4.433, 3.486, -0.737], [-1.345, -0.998, -2.178], [0.806, -0.408, -2.776], [-0.025, 0.218, 1.962], [-0.084, 0.379, 3.172], [-0.146, 0.585, 4.581], [-3.232, 2.797, -0.586], [0.071, 2.051, 6.513], [-2.009, 3.461, -0.646], [-0.314, 1.024, 7.369], [0.586, -0.748, -4.103], [1.390, -0.663, -4.822], [-0.269, 3.203, 1.876], [-0.728, -1.421, 5.049], [-2.613, -1.038, 2.251], [-0.883, -1.461, -5.498], [-1.082, 5.379, -0.912], [0.566, 4.134, -1.886], [-0.389, 1.194, 8.436], [-5.360, 5.390, -1.079], [1.304, 2.943, 1.120], [-3.229, 1.724, -0.414], [-0.885, -1.041, 7.484], [0.155, 2.626, -2.739], [-4.762, -2.078, 1.180], [0.381, 4.441, 0.755], [0.310, 3.029, 6.917], [-2.641, -1.689, -3.734], [-3.200, 6.602, -1.187], [-5.373, 2.950, -0.682], [1.768, -0.046, -2.427], [0.467, 2.635, 4.483], [1.559, 2.665, -1.657]], "mulliken_charge": [-0.700, -0.507, -0.457, -0.448, -0.340, 0.881, 0.203, -0.306, -1.391, -0.994, -0.293, 0.084, 0.149, -0.321, -0.363, -1.365, -0.439, -0.387, -0.483, -0.699, -0.449, -0.264, -0.618, 1.233, -0.109, 0.215, 0.161, 0.215, -0.157, -0.411, 0.059, -0.431, -0.938, 0.393, 0.178, 0.420, 0.282, 0.375, 0.204, 0.467, 0.343, 0.336, 0.406, 0.111, 0.338, 0.282, 0.432, 0.549, 0.342, 0.350, 0.354, 0.396, 0.306, 0.394, 0.415], "orbital_gap_ev": [4.255, 4.077], "charge": -2, "homo_ev": [-0.135, 0.054], "e_above_lowest_ev": 0.209}

{"formula": "C3H12NO3Si", "method": "ωB97M-V/def2-TZVPD", "symbols": ["Si", "O", "O", "O", "N", "C", "C", "C", "H", "H", "H", "H", "H", "H", "H", "H", "H", "H", "H", "H"], "coordinates": [[0.518, 0.257, -0.704], [0.776, -0.949, -1.717], [1.812, 0.542, 0.157], [-0.503, 1.314, -1.289], [-0.862, -3.015, 0.377], [-1.172, 2.487, -0.896], [-1.360, -1.679, 0.804], [2.290, 1.465, 1.105], [-1.828, 2.773, -1.717], [-2.381, -1.530, 0.488], [-0.983, -3.099, -0.636], [0.139, -3.073, 0.584], [-0.463, 3.293, -0.702], [1.688, 2.372, 1.132], [-1.769, 2.302, -0.003], [1.086, -0.812, -2.615], [-1.344, -3.801, 0.843], [3.314, 1.715, 0.827], [2.288, 0.996, 2.089], [-1.246, -1.558, 1.873]], "mulliken_charge": [0.600, -0.540, -0.178, -0.117, -0.290, -0.568, -1.039, -0.557, 0.252, 0.322, 0.341, 0.340, 0.280, 0.294, 0.297, 0.351, 0.347, 0.254, 0.266, 0.342], "orbital_gap_ev": 8.621, "charge": 1, "homo_ev": -11.959, "e_above_lowest_ev": 2.929}

{"formula": "C4H9FS", "method": "ωB97M-V/def2-TZVPD", "symbols": ["S", "F", "C", "C", "C", "C", "H", "H", "H", "H", "H", "H", "H", "H", "H"], "coordinates": [[-2.649, -0.015, 0.167], [-0.203, -0.526, 1.576], [0.091, -0.113, 0.269], [-1.050, -0.685, -0.532], [1.365, -0.680, -0.164], [0.231, 1.433, 0.146], [-1.959, -0.156, 1.278], [1.298, -1.810, -0.166], [-0.639, 2.050, 0.464], [0.517, 1.807, -0.884], [1.582, -0.241, -1.161], [1.202, 1.686, 0.710], [-1.068, -1.840, -0.469], [2.259, -0.397, 0.411], [-0.977, -0.513, -1.643]], "mulliken_charge": [-0.255, -0.415, 1.318, -0.716, -1.579, -1.331, 0.183, 0.346, 0.302, 0.328, 0.350, 0.355, 0.365, 0.402, 0.346], "orbital_gap_ev": 9.830, "homo_ev": -8.971, "e_above_lowest_ev": 0.856}

{"formula": "C9H5BBrCl28O2", "method": "ωB97M-V/def2-TZVPD", "symbols": ["Br", "Cl", "Cl", "Cl", "Cl", "Cl", "Cl", "Cl", "Cl", "Cl", "Cl", "Cl", "Cl", "Cl", "Cl", "Cl", "Cl", "Cl", "Cl", "Cl", "Cl", "Cl", "Cl", "Cl", "Cl", "Cl", "Cl", "Cl", "Cl", "O", "O", "C", "C", "C", "C", "C", "C", "C", "C", "C", "B", "H", "H", "H", "H", "H"], "coordinates": [[-2.267, 0.691, 1.742], [8.537, -1.583, -4.405], [0.963, 1.286, -1.338], [6.028, -0.454, -5.266], [2.390, 7.587, -0.623], [4.281, 5.491, -0.033], [-0.750, -2.104, -0.008], [4.349, -2.922, -5.384], [2.920, -0.647, -0.529], [-4.698, -3.553, 4.960], [4.118, -4.184, -2.792], [-3.236, -1.067, 4.860], [-2.725, -3.123, -1.829], [-3.788, 1.875, 7.755], [4.214, 6.672, -2.666], [2.050, 4.976, -1.795], [7.756, 1.051, -3.512], [1.987, -4.474, -4.718], [-6.073, -1.050, 5.396], [-2.892, -0.780, 8.433], [-3.954, 0.944, 10.483], [3.243, 0.802, -3.036], [3.616, 2.154, -0.502], [6.373, -1.277, -2.525], [-1.511, -4.891, 0.106], [-5.094, -1.724, 2.766], [-5.707, -0.153, 8.470], [2.450, -1.938, -3.446], [0.036, -3.896, -2.128], [-2.709, -0.459, -1.076], [-1.877, 1.749, -0.711], [-4.084, 0.472, 8.781], [-1.238, -3.498, -0.962], [-4.771, -1.846, 4.493], [2.673, 0.904, -1.348], [3.229, 6.176, -1.281], [3.227, -3.374, -4.089], [7.171, -0.565, -3.925], [-3.772, 0.339, -0.651], [-2.985, 1.534, -0.004], [-1.884, 0.584, -1.692], [-3.520, 2.393, 0.362], [-0.801, 0.223, -2.053], [-4.366, 0.574, -1.527], [-4.311, -0.130, 0.158], [-2.506, 1.078, -2.653]], "mulliken_charge": [-0.376, -0.117, 0.001, -0.092, -0.110, -0.111, -0.012, -0.109, -0.099, -0.129, -0.106, -0.056, -0.063, -0.081, -0.115, -0.020, -0.099, -0.111, -0.107, -0.079, -0.120, -0.087, -0.063, -0.027, -0.144, -0.055, -0.079, 0.095, -0.038, -0.117, -0.482, 0.345, 0.161, 0.345, 0.126, 0.345, 0.259, 0.318, -0.490, -0.150, 0.691, 0.500, -0.370, 0.261, 0.069, -0.302], "orbital_gap_ev": 6.564, "charge": -1, "homo_ev": -4.877}

{"formula": "C22H18O4", "method": "ωB97M-V/def2-TZVPD", "symbols": ["O", "O", "O", "O", "C", "C", "C", "C", "C", "C", "C", "C", "C", "C", "C", "C", "C", "C", "C", "C", "C", "C", "C", "C", "C", "C", "H", "H", "H", "H", "H", "H", "H", "H", "H", "H", "H", "H", "H", "H", "H", "H", "H", "H"], "coordinates": [[0.081, 2.816, 1.202], [-0.012, 0.643, 0.647], [-2.621, 0.544, 0.590], [2.950, 1.798, -0.914], [3.695, -2.372, 0.100], [-2.693, -2.999, 1.304], [-1.817, -0.682, 2.554], [-0.251, 3.122, -3.388], [-0.181, 0.642, -2.136], [1.447, -3.187, 0.227], [3.233, -1.074, 0.214], [-2.412, -0.608, 1.301], [-1.159, 0.921, -3.072], [-2.069, 1.745, 1.048], [0.977, -1.889, 0.334], [-0.543, 1.812, 0.980], [0.738, 2.847, -2.464], [0.770, 1.611, -1.819], [1.397, 0.604, 0.451], [-1.204, 2.161, -3.689], [2.803, -3.432, 0.108], [-2.090, -3.074, 2.550], [1.870, -0.827, 0.331], [-2.854, -1.778, 0.682], [-1.659, -1.915, 3.167], [1.821, 1.389, -0.806], [1.487, 3.583, -2.213], [4.755, -2.556, 0.006], [3.166, -4.445, 0.022], [-3.316, -1.699, -0.290], [-1.189, -1.962, 4.138], [-0.280, 4.085, -3.875], [-1.462, 0.204, 3.057], [-2.385, 1.990, 2.071], [-1.978, 2.377, -4.410], [1.895, 1.092, 1.301], [-0.142, -0.330, -1.669], [-3.035, -3.897, 0.812], [-1.957, -4.029, 3.034], [-1.893, 0.169, -3.318], [3.925, -0.245, 0.203], [-2.456, 2.522, 0.382], [-0.081, -1.707, 0.435], [0.743, -4.006, 0.239]], "mulliken_charge": [-0.603, 0.099, -0.492, -0.626, -0.764, -0.442, -0.145, -0.608, 0.217, -0.935, -0.533, 0.528, -0.762, -0.815, 0.350, 0.802, -0.665, 0.342, -0.098, -0.412, -0.484, -0.650, 0.209, -0.376, -0.686, 0.396, 0.429, 0.406, 0.401, 0.431, 0.402, 0.401, 0.388, 0.332, 0.407, 0.561, 0.398, 0.390, 0.414, 0.424, 0.500, 0.396, 0.021, 0.450], "orbital_gap_ev": 9.168, "homo_ev": -8.858, "e_above_lowest_ev": 0.072}

{"formula": "N2OS2", "method": "ωB97M-V/def2-TZVPD", "symbols": ["S", "S", "O", "N", "N"], "coordinates": [[-0.793, 1.714, -0.137], [-1.874, -0.066, 0.213], [1.225, 0.882, 0.130], [-1.435, -1.344, -0.429], [1.411, -0.227, 0.072]], "mulliken_charge": [-0.239, 0.245, -0.016, -0.299, 0.309], "orbital_gap_ev": [6.814, 6.815], "homo_ev": [-8.832, -8.832], "e_above_lowest_ev": 1.690}

| no. | energy (a.u.) |
| --- | --- |
| 1 | -3472.8671 |
| 2 | -6172.9206 |
| 3 | -4501.1179 |
| 4 | -691.2545 |
| 5 | -655.8323 |
| 6 | -15980.6382 |
| 7 | -1150.1112 |
| 8 | -980.9190 |